A 7-piece molecular cluster, H14O7 overall. Source: OMol25; level of theory: the ωB97M-V functional and the def2-TZVPD basis.

Properties
HOMO energy   -0.3914 Eh
Molar mass   126.10 g/mol
SMILES   O.O.O.O.O.O.O
Kohn-Sham gap   10.61 eV
ΔE to the lowest compared entry with this formula, charge and spin   48.2 kcal per mole
DFT total energy   -14559.3706 eV

CARTESIAN COORDINATES (ANGSTROEM)
O 1.5080 -0.5996 -3.1012
H 2.0328 -1.3291 -2.7715
H 1.4702 -0.7395 -4.0473
O 0.9434 2.2029 0.5183
H 0.6440 2.6298 -0.2844
H 1.8729 2.4242 0.5755
O -2.1258 0.9091 -0.9025
H -2.8567 1.0894 -1.4938
H -1.4791 1.5844 -1.1076
O -0.8704 -2.4861 2.0626
H -1.2417 -3.3251 1.7900
H -0.7636 -1.9949 1.2481
O 0.3093 -3.2680 -0.6057
H 0.2101 -2.3350 -0.4165
H -0.3938 -3.6892 -0.1114
O -0.0553 3.1929 2.9288
H 0.6103 3.8570 3.1082
H 0.4007 2.5299 2.4105
O -0.0428 -0.5968 0.1560
H 0.0720 -0.1866 -0.7012
H -0.2446 0.1304 0.7449

A 7-piece molecular cluster, H14O7 overall at a distorted geometry. Source: OMol25; level of theory: the ωB97M-V functional and the def2-TZVPD basis.

Properties
HOMO energy   -0.3885 Eh
Molar mass   126.10 g/mol
Kohn-Sham gap   9.80 eV
ΔE to the lowest compared entry with this formula, charge and spin   76.4 kcal per mole
DFT total energy   -14558.1474 eV

CARTESIAN COORDINATES (ANGSTROEM)
O 0.6940 1.8998 1.4926
H 1.6055 2.1579 1.3374
H 0.4068 1.1159 1.0187
H 0.5037 1.8324 2.4312
O -0.0834 -0.0018 0.1491
H -0.9690 -0.0730 -0.2572
O 2.3253 0.0672 -1.0434
H 1.4582 0.0458 -0.6384
H 2.1703 0.4074 -1.9245
O -1.4982 -0.9015 2.3820
H -1.1680 -0.6289 1.5259
H -1.5290 -1.8571 2.3342
O -0.6132 -1.4897 -2.3668
H -1.4269 -1.0251 -2.5624
H -0.2588 -1.0403 -1.5995
O 0.8366 -2.2488 1.2130
H 1.5032 -2.6402 0.6485
H 0.4286 -1.5741 0.6703
O -1.3691 2.1368 -1.9511
H -0.9500 1.4027 -1.5020
H -2.0667 2.4146 -1.3575

A 7-piece molecular cluster, H14O7 overall at a distorted geometry. Source: OMol25; level of theory: the ωB97M-V functional and the def2-TZVPD basis.

Properties
HOMO energy   -0.4037 Eh
Molar mass   126.10 g/mol
SMILES   O.O.O.O.O.O.O
Kohn-Sham gap   11.29 eV
ΔE to the lowest compared entry with this formula, charge and spin   28.0 kcal per mole
DFT total energy   -14560.2477 eV

CARTESIAN COORDINATES (ANGSTROEM)
O 1.6833 -0.5165 -0.9744
H 1.9440 0.3616 -0.6288
H 2.3427 -0.9781 -0.4358
O 0.0553 -2.8419 1.0740
H 0.0168 -1.8912 1.2012
H 0.6346 -3.1752 1.7579
O 0.1740 0.6713 2.4043
H -0.5338 0.9724 1.8188
H 0.9078 1.2491 2.1608
O 1.9485 1.8866 -0.1361
H 2.2250 2.7107 -0.5202
H 0.9856 1.9331 0.0069
O -2.1354 -0.4440 -0.0797
H -2.9083 -0.9569 0.1271
H -1.7166 -0.8421 -0.8796
O -0.9724 2.0215 -0.0571
H -1.2553 1.1096 -0.2088
H -1.7872 2.5466 -0.0161
O -0.7210 -1.0192 -2.2512
H -0.5985 -0.1007 -1.9810
H 0.2031 -1.2830 -2.1577

A 7-piece molecular cluster, H14O7 overall at a distorted geometry. Source: OMol25; level of theory: the ωB97M-V functional and the def2-TZVPD basis.

Properties
HOMO energy   -0.3833 Eh
Molar mass   126.10 g/mol
SMILES   O.O.O.O.O.O.O
Kohn-Sham gap   10.62 eV
ΔE to the lowest compared entry with this formula, charge and spin   67.0 kcal per mole
DFT total energy   -14558.5552 eV

CARTESIAN COORDINATES (ANGSTROEM)
O -0.5313 -0.4429 -0.9076
H -0.2724 -0.5848 0.0099
H -0.8338 0.4720 -0.9271
O -0.1566 -2.0258 1.2102
H 0.3008 -1.6878 1.9883
H -0.6023 -2.8197 1.5266
O -4.0846 3.2571 0.2160
H -4.8297 3.2133 0.8259
H -3.3199 3.0492 0.7647
O 1.7128 -2.5511 -0.1331
H 2.4802 -2.9966 0.2431
H 1.9406 -2.4360 -1.0625
O 1.6239 1.8792 -0.3684
H 1.2008 2.3536 -1.0929
H 1.9236 1.0561 -0.7704
O -2.7359 -2.3474 -0.7168
H -3.0724 -1.5464 -0.2995
H -2.0812 -2.0262 -1.3471
O 3.9965 2.1611 -0.0345
H 3.9647 2.5950 0.8256
H 3.3762 1.4282 0.0496

A 7-piece molecular cluster, H14O7 overall. Source: OMol25; level of theory: the ωB97M-V functional and the def2-TZVPD basis.

Properties
HOMO energy   -0.3815 Eh
Molar mass   126.10 g/mol
SMILES   O.O.O.O.O.O.O
Kohn-Sham gap   10.04 eV
ΔE to the lowest compared entry with this formula, charge and spin   37.2 kcal per mole
DFT total energy   -14559.8480 eV

CARTESIAN COORDINATES (ANGSTROEM)
O -2.1449 2.2591 -0.0753
H -1.3176 1.7529 -0.1533
H -2.2582 2.6662 -0.9410
O -1.5106 1.1244 3.6875
H -1.4212 0.5475 2.9179
H -2.3903 1.5081 3.6048
O 1.3172 -1.2368 -2.6971
H 1.9204 -1.8520 -3.1308
H 1.1979 -1.5914 -1.8101
O -0.0414 0.3274 -0.2610
H -0.5835 -0.0641 0.4506
H 0.8704 0.2889 0.0596
O -0.2573 1.1871 -3.0307
H 0.0436 0.5123 -3.6439
H -0.0127 0.8447 -2.1565
O 3.6987 -0.8159 0.2908
H 4.3711 -0.9416 0.9707
H 3.0152 -1.4578 0.5101
O -1.3735 -1.3207 1.7385
H -2.2776 -1.6534 1.6707
H -0.8458 -2.0851 1.9985

A 7-piece molecular cluster, H14O7 overall at a distorted geometry. Source: OMol25; level of theory: the ωB97M-V functional and the def2-TZVPD basis.

Properties
HOMO energy   -0.3991 Eh
Molar mass   126.10 g/mol
SMILES   O.O.O.O.O.O.O
Kohn-Sham gap   10.71 eV
ΔE to the lowest compared entry with this formula, charge and spin   70.6 kcal per mole
DFT total energy   -14558.4019 eV

CARTESIAN COORDINATES (ANGSTROEM)
O -1.1206 2.5772 0.1839
H -1.3564 1.6853 0.6519
H -1.2912 3.1392 0.9531
O 3.0625 2.0620 -0.6271
H 2.3306 1.5902 -0.8899
H 2.9669 1.9506 0.3298
O -0.3016 -2.3862 -1.4432
H 0.6667 -2.6008 -1.5435
H -0.4114 -2.5646 -0.5689
O -3.5937 3.0415 1.3148
H -4.1606 3.4263 0.6818
H -3.4319 2.0832 0.9573
O -1.0465 0.3344 -3.2028
H -0.5167 -0.4600 -3.3288
H -0.4293 1.0232 -2.9529
O -1.0157 -0.3741 1.9476
H -0.7650 -1.2437 2.4589
H -0.1627 0.1370 2.1931
O 3.7647 -5.0325 1.5227
H 4.0486 -5.3416 2.4007
H 4.5198 -4.6026 1.0899